238
Properties=species:S:1:pos:R:3:forces:R:3 method="wB97M-V/def2-TZVPD" orbital_gap_ev=8.363 relative_energy_kcal_mol=111.5 e_homo_ev=-8.00 lumo_ev=0.364
C -5.882 -0.541 -1.593 -0.4 0.8 1.1
C -6.809 -1.648 -2.116 2.0 -0.1 -0.8
C -8.083 -1.166 -2.725 -1.1 0.0 -0.4
O -8.993 -0.735 -1.722 -0.4 0.8 -0.7
C -10.076 -1.629 -1.533 0.6 -0.1 0.8
N -6.016 -2.329 -3.147 0.3 -1.1 -0.7
H -6.188 -0.151 -0.616 -0.3 -0.2 0.0
H -5.828 0.372 -2.192 -0.1 -0.3 -0.5
H -4.860 -0.881 -1.431 -0.1 -0.3 -0.3
H -6.931 -2.396 -1.329 -0.4 0.2 0.1
H -8.583 -1.897 -3.375 0.2 -0.6 0.5
H -7.855 -0.431 -3.509 0.0 0.7 0.7
H -10.809 -1.720 -2.338 0.4 0.2 -0.4
H -10.625 -1.286 -0.657 0.1 0.0 0.1
H -9.614 -2.595 -1.303 -0.5 -0.3 -0.1
H -5.795 -1.778 -3.973 -0.5 0.6 0.4
H -6.490 -3.145 -3.526 -0.1 0.0 0.3
C -0.931 -2.902 -3.494 0.5 -0.5 -0.5
C -2.312 -3.541 -3.535 0.3 0.6 0.0
C -2.331 -5.055 -3.378 0.4 0.0 0.0
O -1.579 -5.628 -4.439 -0.4 0.2 0.0
C -1.920 -6.973 -4.694 0.4 0.1 0.5
N -3.121 -2.941 -2.461 -0.8 0.6 -1.0
H -0.348 -3.222 -4.362 0.1 -0.4 0.3
H -0.405 -3.138 -2.567 0.1 0.0 0.0
H -0.960 -1.819 -3.627 -0.4 0.1 0.4
H -2.654 -3.334 -4.558 -0.5 0.0 0.1
H -3.348 -5.464 -3.378 -0.2 0.3 -0.2
H -1.930 -5.323 -2.392 0.3 -0.1 0.0
H -2.969 -7.118 -4.970 -0.1 0.2 0.0
H -1.715 -7.554 -3.788 0.0 -0.3 -0.1
H -1.274 -7.311 -5.502 -0.1 -0.1 0.0
H -4.087 -2.837 -2.815 0.0 -0.7 0.6
H -2.916 -1.941 -2.430 0.6 -0.1 0.2
C 3.103 3.438 -4.249 -0.7 0.4 -1.4
C 2.110 4.482 -3.743 0.9 -0.6 0.2
C 0.656 4.168 -4.116 1.3 0.4 -0.2
O 0.624 4.051 -5.541 -0.9 0.1 0.8
C -0.486 3.287 -5.986 0.7 0.1 -0.8
N 2.343 4.562 -2.301 -0.7 0.5 0.3
H 2.813 2.398 -4.064 -0.5 0.2 -0.1
H 4.103 3.522 -3.828 -0.5 1.2 -0.2
H 3.163 3.590 -5.329 0.2 -0.4 0.0
H 2.414 5.401 -4.249 -0.2 0.3 0.4
H 0.054 4.991 -3.717 -0.3 0.0 -0.4
H 0.370 3.268 -3.560 -0.2 -0.4 -0.5
H -0.556 3.397 -7.070 0.2 0.1 0.0
H -1.448 3.640 -5.608 0.0 -0.2 0.5
H -0.246 2.237 -5.798 -0.6 -0.1 0.3
H 1.955 3.714 -1.885 0.8 0.0 -0.1
H 1.735 5.276 -1.892 0.3 0.3 -0.3
C -1.077 -6.402 4.983 -0.7 0.5 -0.6
C -1.040 -4.879 4.864 0.7 0.8 0.1
C -2.235 -4.204 5.517 -1.5 -0.9 1.2
O -2.307 -2.794 5.440 0.0 0.2 0.1
C -3.333 -2.254 4.641 0.3 -0.7 -1.4
N 0.170 -4.357 5.472 0.8 0.9 0.7
H -2.065 -6.679 4.602 0.1 -0.5 0.1
H -0.930 -6.784 5.991 0.0 0.2 0.1
H -0.325 -6.835 4.326 0.0 0.0 0.0
H -1.029 -4.604 3.796 -0.4 -0.2 -0.1
H -2.344 -4.435 6.586 1.0 -0.1 0.2
H -3.182 -4.688 5.231 0.1 0.3 -1.0
H -3.398 -2.835 3.710 0.1 0.2 -0.2
H -3.025 -1.250 4.355 -0.2 0.1 0.2
H -4.362 -2.292 5.013 0.2 0.2 0.8
H 0.235 -3.326 5.391 -0.5 -0.7 0.0
H 1.002 -4.616 4.955 0.0 -0.6 0.0
C 5.268 4.670 -0.837 0.6 -1.1 0.9
C 4.629 5.743 0.033 0.9 -0.6 -0.1
C 4.359 5.142 1.424 -0.6 0.2 -0.5
O 3.360 4.150 1.298 -0.2 0.4 0.3
C 3.013 3.522 2.528 -0.2 1.1 -0.4
N 5.495 6.929 0.179 -0.4 -0.2 0.5
H 6.313 4.480 -0.560 0.3 0.7 -0.3
H 5.125 4.761 -1.910 0.1 0.2 0.1
H 4.880 3.707 -0.489 -0.6 0.1 -0.5
H 3.714 5.994 -0.506 -0.2 0.3 0.5
H 4.074 5.962 2.096 -0.4 -0.1 0.2
H 5.263 4.710 1.870 0.2 0.0 -0.2
H 3.912 3.065 2.938 -0.4 -0.7 0.2
H 2.144 2.913 2.285 0.5 -0.7 0.2
H 2.623 4.240 3.262 0.2 0.3 0.0
H 6.260 6.647 0.791 0.3 0.0 -0.3
H 4.983 7.565 0.790 0.0 0.3 -0.3
C -6.436 5.420 3.818 -0.4 0.3 0.5
C -5.674 4.175 3.437 0.7 -0.1 -1.2
C -4.262 4.483 2.912 0.2 0.3 1.0
O -3.675 3.259 2.518 0.2 -0.1 -0.1
C -2.474 3.422 1.804 0.0 -1.2 -0.6
N -5.568 3.248 4.556 -0.1 0.6 0.6
H -6.016 6.014 4.637 0.4 -0.3 0.0
H -7.416 5.106 4.179 -0.1 0.1 -0.2
H -6.546 6.127 2.995 -0.1 -0.2 -0.2
H -6.221 3.694 2.620 0.0 -0.1 0.1
H -3.748 4.898 3.795 0.4 -0.1 0.0
H -4.124 5.273 2.166 -0.6 -0.2 -0.5
H -1.670 3.831 2.420 -0.1 0.8 -0.3
H -2.693 3.835 0.815 0.3 1.1 0.3
H -2.054 2.466 1.468 -0.5 -0.5 0.6
H -5.130 3.809 5.288 -0.2 -0.3 0.3
H -4.892 2.515 4.375 -0.1 -0.1 -0.4
C -0.377 4.135 -0.855 -0.9 0.0 -0.7
C -0.654 5.602 -0.497 0.0 0.0 -0.5
C 0.287 5.946 0.654 -1.2 0.2 0.2
O 0.051 7.268 1.104 0.0 -0.2 -0.1
C 0.846 7.675 2.209 -0.4 -1.0 -0.3
N -0.390 6.490 -1.636 1.2 0.3 0.0
H -0.098 3.446 -0.059 0.1 0.4 0.4
H 0.398 4.143 -1.623 -0.8 -0.3 0.5
H -1.292 3.701 -1.268 0.1 -0.1 -0.3
H -1.723 5.780 -0.341 0.1 -0.5 1.3
H 1.325 5.779 0.355 0.2 0.1 0.0
H 0.023 5.215 1.426 0.3 0.1 0.4
H 1.901 7.595 1.934 0.1 0.6 0.1
H 0.720 7.002 3.065 -0.2 -0.1 0.0
H 0.461 8.650 2.488 0.5 0.2 0.0
H -1.121 6.497 -2.333 -0.2 -0.1 0.1
H -0.327 7.424 -1.242 0.0 0.1 -0.3
C 4.425 0.635 1.287 0.4 -0.9 -0.9
C 5.535 0.636 2.339 -0.1 0.1 0.3
C 6.602 1.659 1.995 0.2 0.4 0.0
O 7.720 1.644 2.882 -0.2 -1.1 -0.4
C 8.892 2.195 2.339 0.4 0.9 0.7
N 4.978 0.837 3.669 0.4 0.4 0.8
H 3.598 0.000 1.612 -0.1 0.1 0.2
H 4.826 0.136 0.395 0.0 -0.1 0.0
H 4.030 1.569 0.888 0.1 0.4 0.7
H 6.064 -0.326 2.290 -0.1 -0.1 -0.1
H 6.256 2.697 2.030 -0.5 0.0 -0.4
H 6.869 1.380 0.970 0.4 0.4 -0.1
H 9.345 1.700 1.478 -0.5 -0.4 -0.1
H 9.632 2.195 3.140 0.0 -0.2 0.0
H 8.753 3.255 2.094 -0.2 0.0 -0.2
H 4.644 -0.029 4.082 -0.2 -0.1 -0.3
H 5.737 1.104 4.293 0.0 0.1 -0.1
C -2.330 -0.547 -0.121 1.3 1.0 -0.2
C -0.965 -1.104 0.350 -1.1 -1.9 -0.6
C 0.149 -0.075 0.346 -0.8 0.3 0.2
O 0.292 0.409 -0.973 -0.2 -0.3 -0.4
C 1.392 1.232 -1.172 1.1 0.4 -0.9
N -1.198 -1.853 1.583 -0.2 0.6 0.8
H -3.140 -1.266 -0.204 0.3 -0.3 0.2
H -2.094 -0.142 -1.110 -0.5 0.0 0.1
H -2.641 0.285 0.517 -0.1 0.0 0.1
H -0.759 -1.878 -0.408 0.6 0.4 -0.4
H 1.092 -0.492 0.713 -0.1 0.1 0.2
H -0.204 0.780 0.941 0.4 -0.1 0.4
H 1.553 2.006 -0.415 -0.2 -0.1 0.2
H 1.302 1.735 -2.141 -0.5 0.1 0.1
H 2.345 0.704 -1.328 -0.1 -0.4 0.6
H -1.831 -2.602 1.289 0.0 -0.1 0.3
H -0.414 -2.354 1.992 0.4 0.1 -0.6
C 0.739 0.812 4.160 1.2 0.0 -0.1
C 1.253 -0.572 4.536 0.4 0.6 0.4
C 1.935 -0.545 5.921 -0.8 -0.1 -0.8
O 2.537 -1.795 6.141 -0.2 -0.5 0.2
C 2.492 -2.330 7.455 0.8 1.1 0.3
N 0.189 -1.574 4.475 1.1 0.6 0.2
H -0.010 1.162 4.870 -0.2 0.1 -0.3
H 0.411 0.761 3.122 -0.6 0.1 0.2
H 1.612 1.475 4.139 -0.2 0.3 0.2
H 2.116 -0.729 3.877 -0.4 -0.8 -0.4
H 1.167 -0.306 6.665 0.2 0.0 0.3
H 2.695 0.240 5.875 0.0 0.1 0.3
H 2.933 -3.323 7.464 -0.3 -0.1 -0.3
H 1.493 -2.311 7.891 -0.1 -0.2 -0.2
H 3.159 -1.703 8.060 -0.2 -0.1 0.4
H -0.273 -1.507 3.575 -0.3 0.1 0.2
H -0.477 -1.298 5.191 -0.3 -0.3 -0.2
C -4.886 -4.198 0.477 -0.6 -0.5 -0.4
C -3.640 -4.961 0.894 1.2 0.7 -1.1
C -3.668 -6.404 0.343 -0.2 1.0 0.8
O -2.376 -6.978 0.467 -0.8 -0.2 -0.1
C -2.295 -8.197 -0.228 0.6 -1.4 1.1
N -2.458 -4.257 0.345 -0.1 0.2 -0.3
H -5.131 -3.296 1.036 0.4 0.0 0.2
H -5.761 -4.852 0.557 -0.1 0.0 0.0
H -4.794 -3.917 -0.576 0.0 0.0 0.0
H -3.510 -4.887 1.977 -0.2 -0.8 0.1
H -3.937 -6.436 -0.717 -0.2 0.4 -0.1
H -4.478 -6.877 0.912 0.3 -0.8 0.0
H -1.287 -8.596 -0.088 0.3 0.6 -0.6
H -2.618 -8.174 -1.268 0.1 0.3 -0.1
H -2.815 -9.028 0.271 -0.8 0.4 0.0
H -2.687 -3.808 -0.542 -0.2 0.0 0.0
H -1.731 -4.923 0.109 0.0 -0.1 0.4
C -3.951 -1.150 -7.057 0.2 0.4 0.5
C -4.017 -0.835 -5.576 -2.8 1.8 0.3
C -2.950 0.135 -5.085 1.1 -0.7 0.4
O -3.266 0.622 -3.797 -0.6 -0.8 0.4
C -2.321 1.411 -3.119 -0.2 1.0 -0.5
N -5.360 -0.131 -5.313 0.7 0.7 -0.4
H -4.082 -0.214 -7.606 0.1 0.0 -0.1
H -4.800 -1.783 -7.305 0.3 -0.3 -0.2
H -2.976 -1.562 -7.317 -0.2 -0.3 -0.2
H -4.285 -1.686 -4.956 1.7 -0.5 0.0
H -2.869 0.971 -5.791 0.0 0.0 -0.1
H -1.985 -0.380 -4.995 0.1 0.1 -0.4
H -2.683 1.531 -2.100 0.1 -0.1 0.0
H -2.318 2.405 -3.584 0.2 0.1 0.1
H -1.288 1.052 -3.114 -0.1 -0.5 0.0
H -5.527 0.593 -6.015 0.0 -0.4 -0.4
H -5.136 0.469 -4.520 -0.4 -0.3 0.4
C 5.502 -3.353 3.892 -0.4 0.0 0.4
C 4.101 -3.014 3.361 -0.2 1.3 -0.5
C 3.940 -3.205 1.863 0.7 -2.1 0.4
O 2.582 -3.118 1.460 0.5 1.2 -0.3
C 2.508 -2.706 0.113 -0.7 -0.8 -0.9
N 3.014 -3.636 4.100 -0.3 0.1 0.2
H 5.339 -3.560 4.951 0.3 0.0 0.1
H 6.178 -2.501 3.804 0.0 0.0 0.0
H 6.006 -4.224 3.470 -0.3 -0.1 -0.2
H 4.036 -1.912 3.410 -0.1 0.1 0.6
H 4.274 -4.229 1.628 0.0 -0.1 -0.1
H 4.660 -2.561 1.349 -0.5 0.4 -0.2
H 2.899 -1.706 -0.086 0.2 0.0 0.2
H 1.475 -2.753 -0.240 -0.2 0.3 0.5
H 2.984 -3.435 -0.554 0.5 0.1 0.1
H 2.165 -3.499 3.557 0.1 -0.3 -0.3
H 2.780 -3.055 4.923 0.6 -0.5 -0.4
C 7.706 -0.880 -4.434 0.2 0.6 0.8
C 6.225 -1.050 -4.783 1.1 -1.6 -1.2
C 5.379 0.154 -4.459 0.2 -0.7 0.7
O 5.345 0.333 -3.040 -0.3 0.3 -0.6
C 5.024 1.685 -2.750 0.5 0.0 0.7
N 6.139 -1.324 -6.244 -0.2 0.3 -0.3
H 8.264 -1.805 -4.276 -0.3 -0.3 -0.4
H 7.796 -0.378 -3.466 -0.1 0.1 0.0
H 8.260 -0.277 -5.154 -0.2 0.0 -0.2
H 5.927 -1.988 -4.307 -0.6 0.5 0.8
H 4.359 -0.021 -4.810 -0.1 0.2 -0.2
H 5.832 1.014 -4.958 -0.1 0.1 0.0
H 5.955 2.245 -2.617 0.1 0.2 -0.2
H 4.511 1.779 -1.790 -0.1 -0.4 0.0
H 4.395 2.184 -3.489 1.0 -1.4 0.5
H 5.193 -1.527 -6.554 -0.2 0.3 0.3
H 6.628 -2.179 -6.485 0.4 0.1 0.2

---

96
Properties=species:S:1:pos:R:3:forces:R:3 method="wB97M-V/def2-TZVPD" smiles="COC(=O)OC.COC(=O)OC.COC(=O)OC.COC(=O)OC.COC(=O)OC.COC(=O)OC.COC(=O)OC.COC(=O)OC" orbital_gap_ev=11.272 relative_energy_kcal_mol=45.5 e_homo_ev=-10.73 lumo_ev=0.541
C -12.735 16.771 8.657 -0.3 0.1 1.0
O -12.411 15.529 8.028 1.6 1.2 1.5
C -13.197 15.138 7.075 1.4 -0.8 0.6
O -14.096 15.717 6.619 -3.4 2.5 -1.4
O -12.803 13.969 6.691 1.0 -2.4 -0.6
C -13.568 13.447 5.613 -0.4 0.2 -0.3
H -12.852 17.643 8.017 0.0 -0.4 -0.5
H -11.938 16.998 9.364 0.0 -0.3 0.0
H -13.652 16.612 9.227 0.0 0.3 -0.1
H -14.614 13.391 5.914 0.0 -0.1 -0.1
H -13.188 12.469 5.353 0.2 -0.1 0.2
H -13.493 14.116 4.756 0.0 -0.1 0.0
C -4.403 12.092 10.598 -0.2 -0.5 1.0
O -4.626 12.670 9.345 2.0 0.2 -0.3
C -5.843 12.791 8.898 0.6 -0.2 1.2
O -6.092 13.366 7.912 -0.9 1.5 -3.0
O -6.692 12.254 9.721 -0.7 -1.3 1.1
C -8.048 12.369 9.378 -0.7 0.1 0.7
H -4.933 12.640 11.378 0.1 0.1 0.0
H -3.337 12.118 10.783 0.2 0.0 -0.1
H -4.765 11.064 10.632 0.1 -0.1 0.0
H -8.584 12.108 10.278 -0.1 0.0 0.1
H -8.360 11.669 8.609 0.2 0.2 -0.4
H -8.225 13.412 9.149 -0.4 0.0 -0.4
C -9.457 14.989 14.369 -1.0 0.3 1.9
O -8.342 14.782 13.549 -0.5 -0.3 -0.8
C -7.225 15.381 13.907 0.0 -0.8 -1.1
O -7.025 16.013 14.874 0.1 1.8 2.6
O -6.320 15.138 12.995 1.2 -0.4 -1.5
C -5.117 15.880 13.126 1.4 0.3 0.6
H -9.731 14.080 14.897 0.0 -0.3 -0.4
H -10.322 15.369 13.837 0.1 -0.2 -0.5
H -9.276 15.705 15.176 0.4 0.1 -0.3
H -4.602 15.760 14.091 -0.7 -0.1 0.1
H -5.267 16.950 12.981 -0.3 -0.1 -0.2
H -4.356 15.525 12.432 -0.6 -0.2 -0.5
C -9.484 18.771 17.291 0.3 0.3 -1.2
O -9.171 18.323 18.581 -2.6 0.3 0.3
C -7.947 17.932 18.764 -1.8 -0.1 1.7
O -7.083 17.983 18.001 3.8 0.4 -3.8
O -7.861 17.486 19.975 0.0 -0.8 2.6
C -6.569 17.115 20.425 1.1 0.3 -0.7
H -10.550 18.828 17.094 -0.2 -0.1 0.7
H -9.073 18.087 16.552 0.2 0.1 -0.1
H -9.061 19.764 17.162 0.1 0.0 -0.3
H -6.418 17.501 21.425 -0.3 -0.3 0.3
H -5.797 17.573 19.792 -0.3 0.0 0.1
H -6.418 16.042 20.323 -0.2 -0.1 0.4
C -8.620 22.360 16.609 0.8 -0.5 0.6
O -7.776 23.505 16.455 0.2 -1.1 0.5
C -8.326 24.480 15.772 2.2 0.1 0.2
O -9.433 24.540 15.406 -3.4 0.3 -1.0
O -7.380 25.363 15.538 1.2 0.8 -0.2
C -7.757 26.609 14.959 -0.5 0.0 0.4
H -8.743 21.842 15.658 -0.3 0.2 -0.1
H -9.546 22.612 17.117 -0.2 0.1 -0.3
H -8.044 21.701 17.261 0.0 0.1 0.0
H -6.890 27.246 15.078 0.1 0.1 -0.1
H -8.602 27.009 15.522 0.0 0.2 -0.1
H -8.053 26.525 13.916 0.1 -0.2 -0.1
C -5.575 23.518 13.394 1.2 1.3 0.1
O -6.036 22.213 13.642 -1.1 0.4 -0.8
C -5.410 21.471 14.534 -0.8 -0.1 -0.4
O -4.577 21.834 15.285 1.8 0.6 1.2
O -5.914 20.257 14.457 -0.6 -0.8 -0.5
C -5.104 19.202 14.958 0.5 0.1 0.8
H -5.266 24.107 14.264 -0.2 -0.6 0.3
H -6.330 24.132 12.910 -0.4 -0.5 -0.2
H -4.687 23.497 12.753 -0.2 -0.2 -0.1
H -5.526 18.281 14.592 -0.1 -0.2 -0.1
H -5.095 19.183 16.047 -0.2 0.0 0.0
H -4.069 19.337 14.639 -0.1 -0.1 -0.2
C -10.903 14.212 10.956 0.2 -0.3 0.3
O -10.645 12.800 11.073 -0.1 0.2 -1.9
C -10.812 12.173 12.208 -0.2 1.1 -1.0
O -11.141 12.702 13.206 -0.8 1.1 2.9
O -10.568 10.917 12.045 0.3 -2.3 -0.4
C -10.397 10.160 13.256 0.7 0.3 -0.4
H -10.298 14.500 10.103 0.0 0.2 0.2
H -10.613 14.707 11.876 0.1 0.2 -0.1
H -11.942 14.453 10.729 -0.1 -0.4 0.1
H -9.545 10.623 13.752 -0.2 -0.2 0.5
H -10.121 9.166 12.931 -0.1 -0.1 0.0
H -11.280 10.132 13.881 -0.2 0.2 0.0
C -8.780 18.632 13.329 -0.6 -0.6 1.2
O -8.236 18.262 12.083 1.8 0.7 1.0
C -9.011 17.670 11.209 2.6 0.7 0.3
O -10.149 17.489 11.359 -4.6 -1.0 0.1
O -8.261 17.355 10.194 0.8 -0.6 -1.5
C -8.885 16.780 9.040 0.5 0.1 -0.1
H -7.998 18.783 14.073 0.4 0.4 -0.6
H -9.336 17.800 13.784 -0.3 0.2 -0.5
H -9.403 19.521 13.251 -0.1 0.0 -0.1
H -9.849 17.243 8.856 0.0 -0.1 -0.1
H -8.959 15.699 9.120 -0.2 0.0 0.3
H -8.182 16.963 8.231 -0.2 0.2 -0.1